The following is a DFT calculation (ωB97M-V/def2-TZVPD) of a molecular structure, CH4FIrO in a non-equilibrium geometry.

Structure (XYZ):
```
8
CH4FIrO (ωB97M-V/def2-TZVPD)
F -0.279 1.209 -0.624
Ir 1.499 0.969 -0.891
O 1.943 -0.350 0.206
H 1.988 -1.276 -0.032
C -1.108 0.076 0.185
H -1.753 -0.312 -0.614
H -1.325 0.587 1.130
H -0.966 -0.904 0.641
```

Computed properties:
HOMO-LUMO gap (alpha / beta)	9.52 / 8.15	eV
expectation value of S²	6.009
net charge	+2
ΔE to the lowest compared entry with this formula, charge and spin	0.000	eV
highest occupied orbital energy (alpha / beta)	-21.976 / -22.905	eV
multiplicity	5

Atom charges from the Mulliken analysis, given in e for atoms 1 to 5: F -0.252; Ir 1.670; O -0.474; H 0.433; C -0.487